No. 1
{
  "formula": "C2H6NO2",
  "method": "ωB97M-V/def2-TZVPD",
  "gap_ev": 7.978,
  "e_above_lowest_kcal_mol": 19.5,
  "total_charge": -1,
  "total_energy_ha": -285.0800,
  "lumo_energy_ev": 4.46,
  "largest_force_ev_per_a": 1.25,
  "species": ["C", "C", "N", "O", "O", "H", "H", "H", "H", "H", "H"],
  "coordinates": [[0.816, 0.496, -1.090], [-0.056, 1.023, 1.018], [0.104, 0.114, 0.101], [-1.067, -2.454, 0.404], [0.291, 2.215, 1.077], [0.188, 0.318, -1.976], [1.114, 1.555, -1.083], [1.723, -0.117, -1.202], [-0.629, 0.590, 1.892], [-0.535, -1.619, 0.291], [-1.950, -2.122, 0.567]],
  "forces_ev_per_angstrom": [[0.1, 0.2, -0.2], [-0.7, -0.4, 1.0], [0.0, -0.9, -0.4], [0.2, -0.2, 0.0], [0.3, 0.7, -0.1], [0.2, 0.0, 0.0], [0.0, -0.1, 0.0], [0.0, 0.1, -0.1], [0.2, 0.3, -0.2], [-0.1, 0.3, 0.0], [-0.1, 0.1, 0.0]]
}

No. 2
{
  "formula": "C2H6NO2",
  "method": "ωB97M-V/def2-TZVPD",
  "gap_ev": [9.255, 9.254],
  "e_above_lowest_kcal_mol": 148.1,
  "total_charge": 1,
  "total_energy_ha": -284.5677,
  "lumo_energy_ev": [-7.36, -7.36],
  "smiles": "CO[N+](C)=O",
  "largest_force_ev_per_a": 6.52,
  "species": ["C", "C", "N", "O", "O", "H", "H", "H", "H", "H", "H"],
  "coordinates": [[-1.290, 0.781, 1.162], [1.254, -0.798, -1.208], [-0.210, 0.764, 0.230], [0.527, 1.603, -0.176], [0.062, -0.680, -0.424], [-1.553, 1.650, 1.684], [-0.987, -0.021, 1.743], [-2.148, 0.321, 0.728], [1.008, -1.716, -1.653], [1.938, -1.170, -0.449], [1.649, -0.011, -1.820]],
  "forces_ev_per_angstrom": [[-0.3, -1.1, -0.9], [0.7, -0.6, 2.7], [4.3, -0.7, -4.8], [-2.5, -1.7, 1.9], [-2.6, 3.9, 1.9], [0.4, 1.6, 0.3], [0.6, -1.5, 2.1], [-0.8, -0.1, -1.1], [-0.5, -1.0, -1.7], [1.0, 0.7, -0.2], [-0.5, 0.5, -0.3]]
}

No. 3
{
  "formula": "C2H6NO2",
  "method": "ωB97M-V/def2-TZVPD",
  "gap_ev": 11.067,
  "e_above_lowest_kcal_mol": 119.9,
  "total_charge": 1,
  "total_energy_ha": -284.6127,
  "lumo_energy_ev": -6.81,
  "smiles": "CO[N+](C)=O",
  "largest_force_ev_per_a": 4.03,
  "species": ["C", "C", "N", "O", "O", "H", "H", "H", "H", "H", "H"],
  "coordinates": [[1.864, 0.347, 0.243], [-1.748, -0.565, 0.100], [0.642, -0.405, -0.072], [-0.530, 0.091, 0.228], [0.832, -1.485, -0.520], [1.577, 1.179, 0.827], [2.352, 0.505, -0.642], [2.552, -0.226, 0.856], [-1.525, -1.575, -0.265], [-2.416, -0.081, -0.628], [-2.219, -0.579, 1.073]],
  "forces_ev_per_angstrom": [[-1.0, 0.3, 2.5], [-1.4, -2.6, -1.3], [0.4, -2.8, -0.2], [2.8, 2.8, 0.6], [-1.4, 0.5, -0.1], [-0.2, 1.3, 0.1], [1.0, 0.9, -2.4], [-0.4, -0.8, 0.1], [-0.5, 0.0, 0.2], [0.6, 0.2, 0.2], [0.1, 0.0, 0.2]]
}

No. 4
{
  "formula": "C2H6NO2",
  "method": "ωB97M-V/def2-TZVPD",
  "gap_ev": 11.175,
  "e_above_lowest_kcal_mol": 145.8,
  "total_charge": 1,
  "total_energy_ha": -284.5715,
  "lumo_energy_ev": -6.09,
  "largest_force_ev_per_a": 5.97,
  "species": ["C", "C", "N", "O", "O", "H", "H", "H", "H", "H", "H"],
  "coordinates": [[1.975, -0.311, -0.177], [-2.216, 0.281, -0.158], [0.703, 0.375, 0.098], [0.567, 1.405, 0.676], [-0.279, -0.249, -0.374], [2.517, -0.023, 0.763], [2.398, 0.230, -1.079], [1.958, -1.303, -0.342], [-2.510, -0.224, 0.775], [-2.208, -0.163, -1.145], [-2.200, 1.420, -0.253]],
  "forces_ev_per_angstrom": [[2.3, 5.4, 1.1], [2.4, 1.5, -0.8], [-1.9, 0.1, -0.1], [0.9, -0.5, -0.1], [-2.2, -0.2, 0.1], [0.2, -0.5, -1.2], [-0.3, -0.5, 1.2], [-0.9, -3.3, -0.4], [0.3, 0.2, -0.7], [-0.8, -0.5, 0.3], [0.1, -1.7, 0.7]]
}

No. 5
{
  "formula": "C2H6NO2",
  "method": "ωB97M-V/def2-TZVPD",
  "gap_ev": [5.848, 7.502],
  "e_above_lowest_kcal_mol": 196.5,
  "total_charge": 1,
  "total_energy_ha": -284.4906,
  "lumo_energy_ev": [-8.70, -7.81],
  "largest_force_ev_per_a": 4.70,
  "species": ["C", "C", "N", "O", "O", "H", "H", "H", "H", "H", "H"],
  "coordinates": [[1.930, 0.963, -0.040], [-1.022, -1.140, 0.573], [-1.543, 0.592, -1.044], [-0.489, 1.145, -0.954], [-1.943, -0.331, -0.361], [1.497, 0.205, 0.670], [1.572, 1.896, -0.067], [2.623, 0.794, -0.891], [-0.646, -0.650, 1.376], [-0.228, -1.566, -0.100], [-1.752, -1.908, 0.837]],
  "forces_ev_per_angstrom": [[-0.5, -3.9, -1.0], [-1.2, -2.2, -4.0], [-0.8, 3.3, -2.7], [1.9, -0.7, 0.7], [0.4, -3.0, 2.9], [1.2, 0.9, -0.7], [-1.2, 3.7, 0.8], [-0.3, -0.6, 0.9], [0.8, 2.0, 2.3], [-0.8, 0.4, 0.8], [0.5, 0.1, 0.2]]
}

No. 6
{
  "formula": "C2H6NO2P",
  "method": "ωB97M-V/def2-TZVPD",
  "gap_ev": 10.013,
  "e_above_lowest_kcal_mol": 122.3,
  "total_energy_ha": -626.2255,
  "lumo_energy_ev": 0.01,
  "smiles": "C[C@H](P)[N+](=O)[O-]",
  "largest_force_ev_per_a": 4.70,
  "species": ["C", "C", "N", "O", "O", "P", "H", "H", "H", "H", "H", "H"],
  "coordinates": [[0.362, -0.869, 0.877], [-0.431, -0.085, -0.238], [-1.006, 1.144, 0.324], [-0.364, 2.150, 0.045], [-1.991, 1.070, 1.039], [0.679, 0.404, -1.672], [0.752, -1.714, 0.283], [1.032, -0.027, 1.250], [-0.227, -0.913, 1.818], [-1.472, -0.665, -0.805], [1.707, 0.374, -0.747], [0.959, -0.867, -2.175]],
  "forces_ev_per_angstrom": [[-1.2, 3.0, -0.3], [-3.0, -2.9, -2.2], [0.2, 0.4, 0.2], [-0.8, 0.2, 0.7], [0.6, 0.3, -0.5], [-0.5, 0.8, 0.2], [0.3, 0.2, 1.5], [0.4, -1.5, -0.9], [-0.1, -1.4, -0.9], [3.1, 1.3, 2.2], [1.0, 0.3, -0.2], [-0.1, -0.7, 0.2]]
}

No. 7
{
  "formula": "C2H6NO2P",
  "method": "ωB97M-V/def2-TZVPD",
  "gap_ev": 8.581,
  "e_above_lowest_kcal_mol": 86.8,
  "total_energy_ha": -626.2821,
  "lumo_energy_ev": -0.34,
  "largest_force_ev_per_a": 3.42,
  "species": ["C", "C", "N", "O", "O", "P", "H", "H", "H", "H", "H", "H"],
  "coordinates": [[0.417, -0.666, -0.911], [0.075, -0.007, 0.446], [1.219, -0.026, 1.340], [-2.473, 0.765, -0.809], [0.536, 0.452, -1.762], [-0.161, 1.488, -0.703], [1.298, -1.230, -0.910], [-0.400, -1.202, -1.248], [-0.782, -0.046, 1.112], [-2.751, 1.082, 0.104], [1.154, 0.085, 2.338], [1.868, -0.697, 1.003]],
  "forces_ev_per_angstrom": [[-1.1, -0.1, 1.3], [0.8, 1.9, 1.2], [0.3, 0.6, -1.2], [2.7, 1.4, 1.6], [-0.3, 1.5, 0.3], [-2.5, -0.5, -0.2], [1.4, -0.9, 0.0], [-1.5, -1.6, -0.7], [-0.8, -1.1, -1.0], [0.5, -0.5, -1.6], [-0.4, -0.2, -0.3], [0.8, -0.4, 0.5]]
}

No. 8
{
  "formula": "C2H6NO3",
  "method": "ωB97M-V/def2-TZVPD",
  "gap_ev": 7.642,
  "e_above_lowest_kcal_mol": 39.1,
  "total_charge": -1,
  "total_energy_ha": -360.3090,
  "lumo_energy_ev": 4.20,
  "largest_force_ev_per_a": 1.19,
  "species": ["O", "C", "N", "C", "O", "H", "H", "H", "H", "H", "H", "O"],
  "coordinates": [[1.962, -0.006, 0.529], [0.769, 0.252, 0.792], [-0.173, 0.533, -0.100], [-1.660, 0.898, 0.399], [-1.793, 0.828, 1.682], [0.419, 0.149, 1.821], [0.140, 0.860, -1.007], [-2.265, 0.167, -0.194], [-1.781, 1.905, -0.071], [2.118, -2.155, -1.010], [0.855, -1.391, -1.192], [1.408, -2.040, -1.651]],
  "forces_ev_per_angstrom": [[-0.2, 0.3, 0.0], [0.9, -0.8, -0.1], [-0.4, 0.3, 0.4], [0.3, -0.2, 0.0], [0.0, 0.0, 0.0], [-0.4, 0.2, 0.0], [0.0, -0.2, 0.1], [0.0, 0.1, -0.1], [-0.1, 0.0, 0.0], [0.0, 0.1, -0.1], [0.0, 0.0, -0.1], [-0.1, -0.1, 0.1]]
}